{"formula": "C5H13NO", "method": "ωB97M-V with the def2-TZVPD basis set", "species": ["C", "C", "C", "C", "N", "C", "H", "H", "H", "H", "H", "H", "H", "H", "H", "H", "H", "H", "H", "O"], "coordinates": [[0.477, -2.797, 1.844], [1.536, -1.666, 1.343], [0.984, -0.410, 0.986], [0.054, -0.114, 0.055], [-0.807, 1.058, -0.160], [-1.341, 1.866, 0.980], [-0.345, -2.716, 1.000], [0.946, -3.811, 1.858], [0.004, -2.631, 2.847], [2.174, -2.035, 0.600], [2.207, -1.687, 2.339], [1.134, 0.334, 1.716], [-0.062, -0.953, -0.781], [-1.570, 0.826, -0.816], [-2.372, 1.755, 0.914], [-1.098, 2.941, 0.922], [-1.103, 1.537, 1.977], [-0.648, 2.553, -3.874], [-0.753, 1.138, -3.729], [-0.390, 1.758, -4.387]], "mulliken_spin": [0.06, 0.06, -0.24, 1.58, -1.48, 1.13, -0.04, 0.01, 0.01, -0.06, 0.00, -0.01, 0.16, -0.24, -0.28, 0.06, -0.14, -0.25, -0.15, 0.84], "de_lowest_kcal_mol": 63.7, "spin_multiplicity": 2, "total_charge": -1, "e_tot_ha": -328.17137, "homo_lumo_gap_ev": [2.7, 8.1], "homo_energy_ev": [0.91, -4.48]}